Entry 1:
This record from OMol25 describes a molecular structure, C26H23OW in a non-equilibrium geometry. The level of theory is ωB97M-V with the def2-TZVPD basis set.

CARTESIAN COORDINATES (ANGSTROEM)
1 C 0.457 -1.514 2.128
2 C -0.916 -1.786 1.552
3 C -0.800 -2.251 0.217
4 H -1.801 -1.856 2.190
5 C 0.604 -2.152 -0.182
6 C 1.350 -1.629 0.924
7 H 2.441 -1.624 1.035
8 H 0.760 -2.227 2.905
9 H -1.625 -2.575 -0.430
10 H 0.992 -2.468 -1.157
11 C -1.024 2.205 0.778
12 C -0.714 1.924 2.094
13 C 0.680 1.373 2.233
14 H -1.368 1.985 2.963
15 C 1.247 1.564 0.842
16 C 0.210 2.102 -0.021
17 H 0.336 2.531 -1.012
18 H -2.010 2.467 0.375
19 H 1.336 1.865 2.975
20 H 2.318 1.636 0.653
21 W -0.059 -0.025 0.373
22 O -0.279 -0.155 -3.422
23 C -1.431 -0.891 -3.909
24 C -0.103 -0.930 -4.647
25 H -1.684 -1.773 -3.320
26 H -2.232 -0.307 -4.371
27 H 0.462 -1.861 -4.528
28 H 0.817 -1.928 -6.975
29 C 0.569 -0.867 -7.064
30 C 0.085 -0.197 -5.911
31 C -0.274 1.163 -6.032
32 H -0.659 1.701 -5.164
33 C -0.122 1.828 -7.251
34 H -0.383 2.884 -7.320
35 C 0.359 1.157 -8.381
36 H 0.470 1.679 -9.333
37 C 0.699 -0.200 -8.281
38 H 1.067 -0.741 -9.156
39 C 0.476 -0.111 2.847
40 C -0.106 -0.077 4.009
41 C -0.098 -0.106 5.383
42 C -1.185 0.459 6.108
43 C -1.037 0.666 7.463
44 C 0.074 0.138 8.139
45 C 1.050 -0.583 7.439
46 C 1.045 -0.624 6.058
47 H -2.068 0.753 5.541
48 H -1.802 1.224 7.991
49 H 0.169 0.282 9.213
50 H 1.832 -1.100 7.976
51 H 1.875 -1.024 5.463

Properties
Multiplicity = 3
HOMO-LUMO gap (alpha / beta) = 5.451 / 6.773 eV
Total charge = +1
HOMO energy (alpha / beta) = -0.3606 / -0.4052 Ha
Energy relative to the best compared isomer or geometry (same formula, charge and spin) = 0.196 eV



Entry 2:
This record from OMol25 describes a molecular structure, C26H24I2N4O5S2Zr in a non-equilibrium geometry. The level of theory is ωB97M-V with the def2-TZVPD basis set.

CARTESIAN COORDINATES (ANGSTROEM)
1 Zr 0.857 0.437 -0.139
2 I -2.619 2.567 -2.965
3 C -0.949 3.496 -2.109
4 C -0.593 4.811 -2.417
5 C 0.543 5.382 -1.885
6 I 1.008 7.377 -2.385
7 C 1.390 4.632 -1.025
8 C 2.576 5.101 -0.434
9 C 3.322 4.262 0.367
10 C 2.909 2.946 0.573
11 N 1.785 2.457 0.051
12 C 1.017 3.288 -0.726
13 C -0.181 2.733 -1.242
14 O -0.510 1.487 -0.897
15 H -1.226 5.374 -3.085
16 H 2.894 6.118 -0.611
17 H 4.224 4.620 0.835
18 H 3.516 2.263 1.169
19 C -1.861 -1.133 -2.105
20 C -1.036 -0.997 -3.388
21 C 0.353 -0.393 -3.147
22 N 0.919 -1.056 -1.948
23 C 2.309 -0.976 -1.674
24 S 3.087 0.503 -1.874
25 N 2.745 -2.051 -0.925
26 C 1.859 -2.390 0.114
27 O 1.235 -1.377 0.639
28 C 1.478 -3.736 0.371
29 C 0.433 -3.969 1.296
30 C -0.075 -5.238 1.461
31 C 0.449 -6.300 0.729
32 C 1.493 -6.088 -0.168
33 C 2.008 -4.824 -0.355
34 H -2.882 -1.396 -2.372
35 H -1.898 -0.181 -1.568
36 H -1.489 -1.928 -1.451
37 H -1.571 -0.354 -4.087
38 H -0.928 -1.973 -3.866
39 H 0.292 0.694 -2.973
40 H 0.988 -0.564 -4.026
41 H 0.620 -2.041 -1.961
42 H 3.719 -2.331 -0.908
43 H 0.028 -3.136 1.852
44 H -0.882 -5.406 2.156
45 H 0.050 -7.293 0.860
46 H 1.893 -6.922 -0.722
47 H 2.801 -4.664 -1.069
48 N 0.872 0.846 2.139
49 C -0.562 0.774 2.417
50 C -1.366 0.025 1.546
51 C -2.717 -0.124 1.823
52 C -3.223 0.466 2.959
53 C -2.462 1.205 3.831
54 C -1.110 1.374 3.547
55 S -4.969 -0.051 3.410
56 O -4.594 -1.438 3.590
57 O -5.211 0.737 4.578
58 O -5.636 0.290 2.183
59 H 1.254 1.682 2.604
60 H 1.325 0.034 2.589
61 H -0.922 -0.508 0.682
62 H -3.371 -0.709 1.198
63 H -2.918 1.625 4.714
64 H -0.484 1.942 4.223

Properties
Multiplicity = 1
HOMO-LUMO gap = 2.864 eV
Total charge = +2
HOMO energy = -0.4392 Ha
Energy relative to the best compared isomer or geometry (same formula, charge and spin) = 4.309 eV



Entry 3:
This record from OMol25 describes a molecular structure, C26H24IN3O3PSn in a non-equilibrium geometry. The level of theory is ωB97M-V with the def2-TZVPD basis set.

CARTESIAN COORDINATES (ANGSTROEM)
1 Sn 3.051 -2.258 -1.477
2 N -0.775 -0.868 3.051
3 C -2.209 -0.960 2.788
4 C -3.084 -1.185 3.846
5 C -4.399 -1.329 3.585
6 C -4.849 -1.481 2.254
7 C -4.007 -1.156 1.242
8 C -2.660 -0.847 1.466
9 P -1.773 0.021 0.220
10 C -2.359 -0.278 -1.416
11 C -2.644 -1.608 -1.808
12 C -3.069 -1.886 -3.064
13 C -3.349 -0.825 -3.951
14 C -3.191 0.457 -3.543
15 C -2.697 0.751 -2.291
16 C -1.489 1.788 0.598
17 C -2.097 2.275 1.724
18 C -1.815 3.526 2.085
19 C -1.102 4.326 1.238
20 C -0.556 3.867 -0.009
21 C -0.667 2.498 -0.253
22 H -0.588 -0.954 4.032
23 H -0.269 -1.673 2.693
24 H -2.600 -1.236 4.855
25 H -5.134 -1.515 4.328
26 H -5.848 -1.676 2.030
27 H -4.387 -1.196 0.192
28 H -2.359 -2.389 -1.141
29 H -3.123 -2.938 -3.322
30 H -3.748 -0.997 -4.926
31 H -3.463 1.312 -4.178
32 H -2.657 1.762 -1.948
33 H -2.726 1.726 2.389
34 H -2.274 3.894 2.974
35 H -0.934 5.404 1.437
36 H 0.030 4.420 -0.639
37 H -0.243 1.909 -1.077
38 O -0.212 -0.716 0.529
39 C 0.964 -0.817 -0.031
40 O 1.200 -1.138 -1.198
41 C 2.094 -0.503 0.894
42 C 2.037 0.270 1.991
43 C 3.213 0.356 2.820
44 C 4.346 -0.271 2.348
45 C 4.419 -0.910 1.102
46 N 3.271 -1.016 0.388
47 H 1.087 0.722 2.256
48 H 3.237 0.982 3.702
49 H 5.167 -0.288 3.046
50 H 5.354 -1.333 0.696
51 N 4.942 0.548 -4.092
52 C 5.037 -0.499 -3.278
53 O 4.248 -0.637 -2.309
54 C 6.289 -1.369 -3.475
55 I 5.954 -3.431 -3.362
56 H 4.160 1.210 -4.047
57 H 5.484 0.561 -4.908
58 H 6.989 -1.200 -2.663
59 H 6.781 -1.200 -4.394

Properties
Multiplicity = 1
HOMO-LUMO gap = 6.843 eV
Total charge = +3
HOMO energy = -0.6001 Ha



Entry 4:
This record from OMol25 describes a molecular structure, C26H24IrN2OP2S2. The level of theory is ωB97M-V with the def2-TZVPD basis set.

CARTESIAN COORDINATES (ANGSTROEM)
1 Ir 1.227 -1.650 1.987
2 S -0.389 -3.085 0.831
3 P -0.869 -1.229 0.057
4 C 0.439 -0.276 0.633
5 P 1.926 0.275 -0.040
6 S 3.184 -1.209 0.646
7 C 2.365 1.871 0.648
8 C 1.458 2.587 1.420
9 C 1.821 3.824 1.933
10 C 3.085 4.335 1.679
11 C 3.995 3.615 0.912
12 C 3.637 2.383 0.395
13 C 1.999 0.427 -1.827
14 C 2.142 -0.726 -2.599
15 C 2.115 -0.635 -3.980
16 C 1.949 0.602 -4.591
17 C 1.803 1.750 -3.825
18 C 1.824 1.666 -2.441
19 C -1.092 -1.297 -1.722
20 C -0.988 -2.493 -2.422
21 C -1.142 -2.493 -3.803
22 C -1.380 -1.304 -4.473
23 C -1.472 -0.105 -3.773
24 C -1.334 -0.099 -2.397
25 C -2.418 -0.645 0.759
26 C -2.408 0.127 1.920
27 C -3.606 0.526 2.489
28 C -4.811 0.153 1.905
29 C -4.821 -0.616 0.750
30 C -3.626 -1.016 0.173
31 H 0.477 2.172 1.616
32 H 1.119 4.388 2.533
33 H 3.368 5.298 2.082
34 H 4.981 4.017 0.723
35 H 4.345 1.816 -0.199
36 H 2.285 -1.685 -2.116
37 H 2.232 -1.526 -4.582
38 H 1.938 0.673 -5.671
39 H 1.681 2.711 -4.305
40 H 1.716 2.562 -1.842
41 H -0.792 -3.417 -1.894
42 H -1.072 -3.422 -4.352
43 H -1.496 -1.306 -5.549
44 H -1.655 0.821 -4.301
45 H -1.411 0.832 -1.847
46 H -1.463 0.416 2.366
47 H -3.603 1.134 3.384
48 H -5.745 0.470 2.349
49 H -5.761 -0.900 0.295
50 H -3.631 -1.609 -0.734
51 N 0.204 -2.160 6.154
52 C 0.070 -2.151 4.818
53 N -1.063 -2.625 4.281
54 O 1.005 -1.680 4.123
55 H -0.491 -2.545 6.766
56 H 1.061 -1.808 6.545
57 H -1.786 -3.038 4.842
58 H -1.127 -2.705 3.275

Properties
Multiplicity = 5
HOMO-LUMO gap (alpha / beta) = 7.252 / 7.120 eV
Total charge = +1
HOMO energy (alpha / beta) = -0.3399 / -0.4218 Ha
Energy relative to the best compared isomer or geometry (same formula, charge and spin) = 0.000 eV



Entry 5:
This record from OMol25 describes C26H24N4O3S in the gas phase. The level of theory is ωB97M-V with the def2-TZVPD basis set.

CARTESIAN COORDINATES (ANGSTROEM)
1 C -6.203 -0.394 -3.079
2 C -5.500 -0.578 -1.768
3 C -4.650 0.397 -1.262
4 C -4.020 0.226 -0.044
5 C -4.228 -0.927 0.702
6 C -3.531 -1.124 2.007
7 S -1.900 -1.947 1.764
8 C -0.884 -0.552 1.606
9 N -1.336 0.644 1.727
10 C -0.483 1.714 1.612
11 C -1.011 3.002 1.733
12 C -0.186 4.100 1.621
13 C 1.179 3.945 1.393
14 C 1.722 2.684 1.270
15 C 0.901 1.564 1.375
16 C 1.386 0.221 1.221
17 N 2.566 -0.191 0.960
18 C 2.513 -1.628 0.804
19 C 3.615 -2.384 1.550
20 C 5.013 -1.858 1.185
21 C 5.107 -1.598 -0.314
22 O 5.401 -2.448 -1.127
23 N 4.834 -0.310 -0.641
24 C 4.503 0.083 -2.001
25 C 3.075 0.518 -2.064
26 C 2.506 1.753 -1.955
27 C 1.104 1.549 -1.957
28 C 0.925 0.206 -2.059
29 O 2.110 -0.426 -2.125
30 C 1.093 -2.024 1.168
31 O 0.574 -3.103 1.268
32 N 0.444 -0.808 1.348
33 C -5.071 -1.909 0.195
34 C -5.700 -1.734 -1.022
35 H -7.266 -0.223 -2.912
36 H -6.103 -1.285 -3.696
37 H -5.799 0.457 -3.622
38 H -4.478 1.301 -1.829
39 H -3.356 0.989 0.337
40 H -4.083 -1.797 2.661
41 H -3.317 -0.182 2.505
42 H -2.069 3.111 1.914
43 H -0.603 5.092 1.714
44 H 1.811 4.816 1.310
45 H 2.775 2.537 1.092
46 H 2.623 -1.852 -0.268
47 H 3.527 -3.436 1.279
48 H 3.461 -2.290 2.627
49 H 5.756 -2.606 1.463
50 H 5.212 -0.934 1.727
51 H 4.398 0.253 0.079
52 H 4.680 -0.788 -2.638
53 H 5.150 0.907 -2.316
54 H 3.017 2.692 -1.891
55 H 0.343 2.298 -1.884
56 H 0.042 -0.401 -2.102
57 H -5.232 -2.817 0.759
58 H -6.356 -2.504 -1.401

Properties
Multiplicity = 1
HOMO-LUMO gap = 8.257 eV
SMILES string = Cc1ccc(CSC2=Nc3ccccc3C3=N[C@@H](CCC(=O)NCc4ccco4)C(=O)N23)cc1
HOMO energy = -0.3077 Ha
Energy relative to the best compared isomer or geometry (same formula, charge and spin) = 0.740 eV



Entry 6:
This record from OMol25 describes C26H24N4O3S2 in the gas phase in a non-equilibrium geometry. The level of theory is ωB97M-V with the def2-TZVPD basis set.

CARTESIAN COORDINATES (ANGSTROEM)
1 O 6.519 0.694 0.933
2 S 5.591 -0.396 0.975
3 O 5.428 -1.105 2.215
4 C 3.993 0.144 0.392
5 C 3.920 0.843 -0.798
6 C 2.694 1.253 -1.284
7 C 1.532 0.960 -0.568
8 N 0.262 1.326 -0.975
9 C -0.208 1.921 -2.097
10 S 0.622 2.480 -3.405
11 N -1.571 2.041 -2.105
12 N -2.307 1.573 -1.090
13 C -3.581 1.670 -1.112
14 C -4.416 1.169 -0.042
15 C -4.031 0.041 0.723
16 C -2.869 -0.724 0.457
17 C -2.516 -1.786 1.236
18 C -3.309 -2.169 2.334
19 C -4.465 -1.500 2.593
20 C -4.868 -0.396 1.797
21 C -6.068 0.259 2.048
22 C -6.480 1.344 1.281
23 C -7.712 1.993 1.552
24 C -8.103 3.083 0.838
25 C -7.267 3.585 -0.177
26 C -6.077 2.984 -0.465
27 C -5.641 1.826 0.229
28 C 1.624 0.257 0.639
29 C 2.852 -0.152 1.115
30 N 6.016 -1.455 -0.270
31 C 5.266 -2.692 -0.225
32 C 5.591 -3.497 -1.486
33 O 6.972 -3.736 -1.601
34 C 7.699 -2.528 -1.625
35 C 7.442 -1.709 -0.361
36 H 4.832 1.064 -1.328
37 H 2.631 1.798 -2.211
38 H -0.491 1.094 -0.327
39 H -1.993 2.480 -2.923
40 H -4.073 2.156 -1.959
41 H -2.262 -0.467 -0.395
42 H -1.624 -2.351 1.007
43 H -3.005 -3.005 2.946
44 H -5.108 -1.798 3.409
45 H -6.694 -0.080 2.861
46 H -8.330 1.600 2.346
47 H -9.042 3.574 1.046
48 H -7.574 4.463 -0.727
49 H -5.458 3.416 -1.234
50 H 0.724 0.036 1.196
51 H 2.951 -0.694 2.042
52 H 4.204 -2.445 -0.190
53 H 5.529 -3.271 0.672
54 H 5.113 -4.477 -1.452
55 H 5.233 -2.940 -2.365
56 H 8.751 -2.807 -1.699
57 H 7.410 -1.937 -2.506
58 H 7.945 -0.743 -0.399
59 H 7.794 -2.268 0.518

Properties
Multiplicity = 1
HOMO-LUMO gap = 6.802 eV
SMILES string = O=S(=O)(c1ccc(NC(=S)N/N=C/c2c3ccccc3cc3ccccc23)cc1)N1CCOCC1
HOMO energy = -0.2863 Ha



Result set for energy: -31192.4604 -82686.3266 -61161.1407 -75460.9745 -50291.0899 -61124.1134 eV, one per record in the order listed.